No. 1
18
Properties=species:S:1:pos:R:3:forces:R:3 method="wB97M-V/def2-TZVPD" e_tot_ha=-687.1158 lumo_energy_ev=0.68
S -1.583 -0.067 -0.530 1.0003 2.6092 1.6270
O -2.133 -1.007 0.455 -0.3912 -0.2977 -0.0940
N -1.760 1.597 0.188 -1.1891 -0.0915 -1.0859
C 0.317 -0.149 -0.236 0.1127 -2.2499 2.4993
C 0.569 -0.093 1.337 -2.9035 2.5178 0.1293
C 1.107 0.858 -0.961 0.8728 -3.0549 -3.5731
C 0.580 -1.644 -0.613 -2.2136 0.4308 -0.7078
H 0.647 1.785 -1.012 -0.6350 1.8612 -0.1798
H 0.441 1.045 1.727 0.2119 -2.7404 -0.8153
H 0.806 -1.872 -1.689 -0.5229 0.4284 0.8816
H -0.163 -0.766 1.859 0.2480 0.8839 -0.4839
H 1.491 -0.465 1.694 1.4418 -0.1866 -0.3605
H 1.309 0.360 -2.037 -0.6513 1.6905 1.8860
H -2.362 2.156 -0.483 0.8481 -0.9731 1.2249
H 2.091 0.885 -0.565 0.8905 0.4079 0.6444
H -2.217 1.618 1.140 0.6347 -0.5533 -1.4713
H 1.264 -2.181 -0.018 1.2872 -0.0766 0.7800
H -0.402 -2.059 -0.255 0.9585 -0.6054 -0.9009

***

No. 2
14
Properties=species:S:1:pos:R:3:forces:R:3 method="wB97M-V/def2-TZVPD" e_tot_ha=-777.2651 lumo_energy_ev=3.63 total_charge=-1
P -2.326 -0.306 0.884 -0.6212 -0.1283 0.2286
O -0.669 -2.175 -0.541 0.0278 -0.8883 -0.1723
O 3.568 -0.890 1.516 0.6402 -0.2246 0.2773
O 3.384 0.400 -0.439 1.2751 0.2506 -0.5636
N -0.853 0.011 0.170 0.9737 0.4299 -0.3448
C 3.057 -0.305 0.623 -1.0209 0.0674 0.0584
C 1.113 -0.654 -1.051 -0.1209 -0.3202 0.0352
C 1.927 0.187 -0.120 -1.1124 -0.0327 0.2213
C -0.272 -1.017 -0.415 0.3882 0.5292 -0.1738
H 1.623 -1.589 -1.291 0.0054 0.0905 -0.0014
H -2.789 1.023 0.818 -0.3495 0.3254 0.0983
H 1.444 1.098 0.217 0.0102 -0.0690 -0.0121
H 0.920 -0.106 -1.977 0.0410 0.0380 0.0419
H -1.945 -0.100 2.239 -0.1366 -0.0678 0.3070

***

No. 3
15
Properties=species:S:1:pos:R:3:forces:R:3 method="wB97M-V/def2-TZVPD" e_tot_ha=-382.8677 lumo_energy_ev=0.70
O -0.044 0.473 -1.348 0.4866 0.8264 0.1459
O 0.056 1.760 0.605 0.1923 -0.4573 -0.5546
O -2.286 0.689 1.269 -0.1210 0.1007 0.1100
C 1.142 -0.343 -1.528 0.4245 -0.1373 -0.2599
C 0.390 0.831 -0.068 0.4017 0.9065 -0.3012
C 1.538 -0.144 -0.063 0.3093 0.0524 -0.0115
C -1.569 -0.459 0.910 -0.2829 -0.6721 -0.0495
H 1.773 0.183 -2.240 0.2382 -0.2432 -0.0590
H -0.930 -0.845 1.725 -0.1821 0.0765 -0.2372
H 0.952 -1.368 -1.855 -0.2657 0.2436 0.0632
H -2.264 -1.225 0.592 -0.5314 -0.2982 0.5160
H 2.460 0.393 0.140 0.2125 -0.1888 -0.0496
H -1.664 1.433 1.309 -0.1852 -0.2386 -0.0695
H 1.458 -1.028 0.576 -0.1635 0.3234 -0.0818
H -1.013 -0.352 -0.023 -0.5334 -0.2938 0.8387

***

No. 4
34
Properties=species:S:1:pos:R:3:forces:R:3 method="wB97M-V/def2-TZVPD" e_tot_ha=-1201.0932 lumo_energy_ev=0.53
S 0.821 2.822 0.567 0.3775 0.1232 0.1427
O -0.975 -1.604 1.770 -0.0885 -0.2140 0.0562
N -1.508 1.921 -0.171 0.5023 0.5707 -0.1132
N -0.298 0.467 1.196 -0.0548 -0.1189 0.1628
C 2.521 -0.715 0.368 0.1111 0.0951 -0.0956
C -2.420 -0.259 0.411 -0.2779 0.2695 -0.2711
C 2.341 0.898 -1.413 0.0496 -0.0614 -0.0405
C 2.402 0.613 -0.050 0.1667 -0.1700 -0.1512
C 2.373 -0.103 -2.360 0.0060 0.0761 -0.0353
C -4.599 -0.853 -0.403 0.0213 -0.1622 0.0849
C 2.602 -1.153 1.805 -0.0396 0.0337 0.0146
C 2.316 1.780 0.891 -0.5499 0.2721 0.0756
C -3.468 -1.176 0.310 0.0473 0.0001 0.0202
C 2.552 -1.713 -0.603 -0.0266 0.0049 -0.0745
C -4.701 0.391 -1.025 0.0548 0.1150 -0.0204
C -1.221 -0.575 1.174 0.2264 0.0506 0.0997
C -2.520 0.998 -0.220 -0.2283 -0.6356 0.2576
C -0.461 1.628 0.507 -0.0587 0.0890 -0.1009
C 2.472 -1.423 -1.950 -0.0032 -0.0841 0.0095
C -3.679 1.308 -0.940 -0.0394 -0.0903 0.0358
H 2.251 1.929 -1.722 -0.0296 0.0797 -0.0579
H 2.633 -2.741 -0.282 0.0171 -0.1219 0.0316
H 2.924 -0.361 2.477 0.0194 -0.0078 0.0746
H 2.490 -2.221 -2.677 0.0044 -0.0762 -0.0606
H -3.741 2.273 -1.417 0.0047 0.1060 -0.0533
H 1.635 -1.536 2.136 -0.0410 -0.0104 0.1033
H 3.133 2.480 0.712 -0.0163 0.0044 0.1082
H 3.313 -1.971 1.894 0.0336 -0.0191 0.0663
H -5.411 -1.560 -0.481 -0.0538 -0.0634 0.0007
H 0.539 0.300 1.739 -0.1979 -0.0051 -0.0944
H 2.318 0.142 -3.410 -0.0004 0.0236 -0.0970
H -5.595 0.636 -1.581 -0.0637 0.0317 -0.0488
H 2.324 1.510 1.945 0.1343 -0.0211 -0.0651
H -3.361 -2.130 0.804 -0.0069 -0.0838 0.0354

***

No. 5
26
Properties=species:S:1:pos:R:3:forces:R:3 method="wB97M-V/def2-TZVPD" e_tot_ha=-1272.0015 lumo_energy_ev=-0.44
I 1.617 -1.151 -2.438 0.1830 -0.2888 -1.2126
S 1.191 -1.237 0.685 -0.2381 -0.7856 1.1200
O -1.133 -0.930 -1.174 1.1957 -0.6897 0.8764
O -2.109 -1.813 0.714 1.2511 0.5229 -1.0443
C 0.614 -1.845 -0.797 -2.3780 0.1371 -0.2588
C 2.815 2.294 1.184 0.9972 2.6663 2.8656
C 2.553 0.986 1.381 0.0433 -0.5054 -2.1210
C -4.265 -0.180 0.461 0.9395 0.9284 -0.0107
C 1.640 0.435 0.481 -0.0773 0.1268 0.3794
C 0.952 1.261 -0.369 -3.7645 0.8339 -0.8866
C 1.103 2.667 -0.417 1.2596 -0.1084 -0.8222
C 2.124 3.173 0.368 -0.1747 -1.3300 -0.4584
C -2.033 -1.008 -0.224 -1.6319 -1.2281 0.8224
C -3.207 -0.045 -0.377 -0.2925 -0.7844 1.6478
C 0.164 -3.291 -0.679 0.7952 -0.7481 1.3111
H -5.096 0.578 0.607 1.1126 -1.1567 -0.5973
H -0.012 0.859 -0.838 1.8887 0.3788 0.2668
H 1.050 -3.932 -0.620 0.3508 0.3270 0.0959
H -4.141 -0.994 1.201 -0.4858 0.4736 -0.5997
H -0.359 -3.436 0.278 0.1148 0.3824 -0.2652
H -2.968 0.731 -1.045 -0.5206 1.0659 -0.8997
H 3.292 0.477 1.930 0.1279 -1.1399 1.0343
H -0.422 -3.845 -1.395 -0.4153 1.0414 -0.9009
H 2.505 4.148 0.299 -0.0353 1.3646 -0.0194
H 0.649 3.347 -1.186 -0.0520 -1.1007 0.9788
H 3.479 2.750 1.972 -0.1934 -0.3829 -1.3019

***

No. 6
13
Properties=species:S:1:pos:R:3:forces:R:3 method="wB97M-V/def2-TZVPD" e_tot_ha=-1437.6700 lumo_energy_ev=-0.79
S 1.143 -1.240 -0.437 0.3400 3.1351 1.1729
S 0.210 2.341 -0.164 1.1493 -1.0937 1.3778
S -3.013 -0.442 -0.124 1.0762 -3.9866 4.7325
N -1.302 -1.332 0.316 -2.7834 -0.0771 -0.9431
N -0.650 0.950 0.213 -1.3159 -3.4246 2.0445
N 2.445 0.227 0.177 3.0347 -10.3383 -0.6265
C 3.462 -0.836 0.299 -0.8971 4.8405 0.0584
C -0.354 -0.542 0.136 0.4851 3.4783 -1.3137
H 1.152 1.993 0.795 -0.1505 1.2871 -0.9533
H -3.492 -1.579 1.399 0.4330 2.3919 -3.3311
H 3.478 -2.307 0.232 -0.2944 5.0045 0.1311
H -1.136 0.881 1.179 0.7694 1.2310 -2.1982
H 4.471 -0.179 0.442 -1.8464 -2.4482 -0.1513